{
  "formula": "C15H39ClN4O7V",
  "method": "wB97M-V/def2-TZVPD",
  "e_lumo_ev": [0.45, 0.45],
  "e_tot_ha": -2744.8165,
  "homo_energy_ha": [-0.2929, -0.2976],
  "multiplicity": 2,
  "orbital_gap_ev": [8.418, 8.550],
  "s2": 0.79,
  "total_charge": 0,
  "de_lowest_kcal_mol": 0.0,
  "elements": ["O", "V", "C", "C", "O", "H", "H", "H", "H", "H", "Cl", "C", "O", "N", "N", "H", "H", "H", "H", "C", "O", "C", "C", "N", "C", "C", "O", "C", "H", "H", "H", "H", "H", "H", "H", "H", "H", "H", "H", "H", "H", "H", "H", "C", "O", "C", "C", "N", "C", "C", "O", "C", "H", "H", "H", "H", "H", "H", "H", "H", "H", "H", "H", "H", "H", "H", "H"],
  "xyz": [[16.266701, -13.488342, -12.949857], [16.537446, -12.402622, -14.090835], [18.402269, -12.036219, -10.638754], [18.906972, -11.433506, -11.948659], [18.010842, -11.329054, -12.980399], [17.747393, -11.314730, -10.149055], [19.205117, -12.274130, -9.933590], [17.991009, -13.029109, -10.844653], [19.797994, -12.019796, -12.244758], [19.292417, -10.436825, -11.673549], [14.638002, -13.499835, -15.449368], [14.558244, -10.119322, -12.719248], [15.049542, -11.148831, -13.186552], [13.343211, -9.697287, -13.132128], [15.187546, -9.312290, -11.831700], [12.757555, -8.952646, -12.816209], [13.006708, -10.241754, -13.915423], [14.826666, -8.428114, -11.542728], [16.129905, -9.582193, -11.589663], [17.831321, -16.886770, -12.954550], [17.948920, -15.854841, -13.947127], [18.930941, -14.932965, -13.582758], [19.262656, -13.943180, -14.691356], [18.011871, -13.466819, -15.364096], [18.448517, -12.488839, -16.362229], [17.271970, -11.848421, -17.062116], [16.636616, -11.119939, -15.991758], [15.662624, -10.187420, -16.411612], [17.310789, -16.440868, -12.103581], [18.841903, -17.237377, -12.735956], [17.254082, -17.694582, -13.397150], [19.900704, -15.348479, -13.272938], [18.542708, -14.362575, -12.725691], [19.890514, -14.444950, -15.434643], [19.770525, -13.072781, -14.281105], [17.684251, -14.293045, -15.861637], [19.122808, -12.962768, -17.087538], [19.045846, -11.698144, -15.904536], [16.588797, -12.595656, -17.469306], [17.598962, -11.113319, -17.797416], [16.095082, -9.466198, -17.104938], [15.444927, -9.542936, -15.548760], [14.672955, -10.603044, -16.600345], [8.447732, -11.786197, -6.524471], [9.847143, -11.822540, -6.261243], [10.406885, -13.076889, -6.494713], [11.683283, -13.277526, -5.729088], [12.913143, -12.695871, -6.324225], [13.351813, -13.525801, -7.462938], [14.546194, -12.868310, -8.139942], [14.321835, -12.487059, -9.500840], [14.127307, -13.551225, -10.431552], [8.121308, -10.814071, -6.172519], [7.957480, -12.620503, -6.015047], [8.238824, -11.932174, -7.588231], [10.496218, -13.365590, -7.554770], [9.797568, -13.943858, -6.182046], [11.848590, -14.361808, -5.673788], [11.520127, -12.871727, -4.730579], [13.626208, -12.677681, -5.609060], [12.625850, -13.743947, -8.243553], [13.636020, -14.479646, -6.997044], [15.472954, -13.453527, -8.171706], [14.728105, -11.881109, -7.713822], [15.004448, -14.199940, -10.383621], [14.085843, -13.056724, -11.397440], [13.184951, -14.081310, -10.274804]],
  "atomic_forces_ev_per_a": [[0.75, 1.40, -2.04], [-0.35, -1.95, 4.06], [0.19, -0.48, -0.20], [0.84, -0.21, 0.34], [-1.65, -0.29, -1.76], [-0.49, -0.50, 0.04], [0.31, 0.45, -0.14], [-0.76, 0.36, 0.12], [0.07, 0.00, -0.06], [0.08, 0.08, -0.28], [0.76, 0.66, 0.02], [0.32, 1.17, 0.38], [0.10, 0.21, -0.41], [-0.54, -1.03, -1.30], [0.61, -0.95, -0.15], [0.32, 0.23, 0.45], [-0.22, 0.05, 0.27], [-0.12, 0.13, 0.03], [-0.07, 0.04, 0.05], [-0.01, 0.88, -0.87], [0.61, -0.80, -0.58], [0.06, 1.36, 0.84], [-1.06, -0.61, 0.16], [1.04, 0.37, 0.40], [0.36, 0.10, -1.21], [0.10, 0.22, 0.95], [-0.10, -0.16, -0.19], [-0.39, 1.20, 1.59], [0.17, -0.36, 0.27], [-0.13, -0.17, 0.44], [-0.10, 0.05, 0.09], [-0.20, -0.52, -0.01], [0.18, 0.02, 0.00], [0.05, 0.18, -0.12], [0.07, -0.08, 0.10], [-0.74, 0.18, 0.25], [-0.16, -0.06, -0.09], [-0.20, -0.07, 0.36], [-0.14, 0.13, -0.11], [0.02, -0.18, -0.23], [-0.24, -0.46, -0.68], [0.30, -0.22, 0.19], [0.34, -0.46, -0.88], [0.77, -0.35, -0.08], [-0.44, -0.15, -0.09], [0.03, -1.37, -0.40], [1.21, 0.16, -0.33], [-1.87, 0.23, -0.66], [1.33, -0.10, 1.19], [0.34, 0.64, -1.46], [-0.73, -0.09, -0.09], [0.40, 0.89, 0.42], [-0.34, -0.05, -0.06], [-0.18, 0.20, 0.30], [0.03, 0.28, -0.13], [0.34, 0.80, -0.21], [-0.63, 0.59, 0.58], [-0.23, -0.17, 0.33], [0.16, -0.05, 0.05], [0.18, -0.07, -0.14], [-0.51, 0.40, 0.42], [0.10, -0.39, -0.57], [-0.10, -0.23, 0.56], [0.16, -0.29, 0.56], [-0.16, -0.36, -0.20], [0.09, -0.23, -0.18], [0.08, -0.22, 0.13]],
  "mulliken_charge": [-0.241, 1.121, -0.886, -0.510, -0.466, 0.281, 0.448, 0.032, 0.234, 0.316, -0.520, 0.607, -0.590, -0.432, -0.399, 0.150, 0.260, 0.170, 0.200, -0.685, -0.368, -0.178, -0.826, -0.024, -0.772, -0.531, -0.031, -0.801, 0.195, 0.337, 0.251, 0.504, -0.136, 0.492, 0.287, 0.194, 0.436, 0.337, 0.285, 0.505, 0.372, 0.123, 0.308, -0.704, -0.326, -0.360, -0.746, -0.407, -0.250, -0.631, -0.353, -0.454, 0.234, 0.315, 0.284, 0.315, 0.318, 0.365, 0.383, 0.259, 0.187, 0.368, 0.329, 0.302, 0.275, -0.048, 0.299]
}